# 1
Entry from the OMol25 dataset: a molecular structure, C41H51BrN5O9P2Rb (ωB97M-V with the def2-TZVPD basis set).

Values from the calculation:
Molecular weight ... 985.205 g/mol
Frontier orbital gap ... 0.2117 Eh
LUMO level ... -0.0706 eV
Energy above the lowest of the compared OMol25 structures with the same formula, charge and spin ... 137.7 kJ/mol

Last column: Löwdin charge in e.
Cartesian coordinates (Å):
Rb: -0.07548 -0.50974 -0.11665  1.013
C: -0.15862 3.48711 1.00105  -0.092
O: -1.03525 2.61883 0.31948  -0.124
C: -2.10642 3.20137 -0.30230  -0.222
C: -2.39958 4.55114 -0.16240  -0.043
C: -3.50009 5.11442 -0.79472  -0.104
C: -4.31273 4.32305 -1.58672  -0.105
C: -4.01686 2.98092 -1.74212  -0.026
C: -2.92372 2.37714 -1.10504  -0.181
N: -2.56711 1.02902 -1.28904  0.043
N: -3.49575 0.36518 -1.86258  0.045
C: -3.38247 -0.90445 -2.28347  -0.171
C: -2.14659 -1.66857 -2.37519  -0.407
O: -1.01482 -1.17581 -2.22780  -0.253
C: -2.29501 -3.08885 -2.67427  -0.009
C: -3.46517 -3.63839 -3.04394  -0.039
C: -4.66300 -2.85750 -3.15746  -0.189
C: -5.85461 -3.41472 -3.64669  -0.058
C: -6.99693 -2.65999 -3.75891  -0.112
C: -6.97204 -1.31932 -3.35961  -0.097
C: -5.81910 -0.75952 -2.85961  -0.036
C: -4.62393 -1.50154 -2.76145  -0.109
H: 0.24571 4.25415 0.33368  0.102
H: 0.65840 2.87314 1.37046  0.033
H: -0.65003 3.97573 1.84918  0.098
H: -1.77397 5.19954 0.43532  0.095
H: -3.70600 6.16982 -0.66956  0.097
H: -5.16779 4.75271 -2.09354  0.097
H: -4.62295 2.36063 -2.38270  0.091
H: -1.39236 -3.68306 -2.58629  0.112
H: -3.53053 -4.69929 -3.26638  0.108
H: -5.85900 -4.45791 -3.94481  0.105
H: -7.90917 -3.09629 -4.14637  0.092
H: -7.86800 -0.71711 -3.44897  0.096
H: -5.80657 0.27118 -2.54091  0.088
O: -0.39941 2.16429 6.54799  0.087
C: -0.27399 1.57992 5.34065  -0.308
C: -1.33386 0.93986 4.69939  0.014
C: -1.10360 0.36789 3.46504  -0.127
N: 0.07907 0.40200 2.84767  0.006
C: 1.05916 1.04419 3.45505  -0.726
Br: 2.67107 1.24563 2.48755  0.861
C: 0.96029 1.63012 4.70570  -0.030
H: -1.31294 2.11831 6.84582  0.115
H: -2.31724 0.90175 5.15285  0.120
H: -1.90060 -0.14695 2.93655  0.115
H: 1.80162 2.13271 5.15990  0.116
C: 4.55263 -3.09533 4.33588  -0.039
C: 3.28272 -2.34759 4.70814  -0.417
C: 2.34567 -3.21703 5.53250  -0.043
O: 2.64070 -1.80558 3.54238  -0.210
P: 1.77895 -2.44793 2.37518  0.451
O: 1.75429 -1.54487 1.22384  -0.467
C: 0.17117 -2.87990 3.09893  -0.186
P: -0.90232 -3.39549 1.73051  0.466
O: -0.73265 -2.76088 0.42846  -0.420
O: -0.70722 -4.96394 1.56224  -0.165
C: -1.02753 -5.93300 2.58097  -0.446
C: -1.95848 -6.95447 1.95101  -0.030
C: 0.25286 -6.57390 3.09455  -0.034
O: -2.32456 -3.17161 2.42351  -0.190
C: -3.51357 -3.23854 1.57850  -0.425
C: -3.91193 -1.83598 1.15582  -0.024
C: -4.59797 -3.93331 2.38058  -0.034
O: 2.35739 -3.90377 2.07114  -0.193
C: 3.01266 -4.16586 0.78993  -0.418
C: 4.43659 -3.63803 0.81472  -0.036
C: 2.94599 -5.66163 0.56485  -0.028
H: 5.09729 -3.36264 5.24166  0.089
H: 5.19304 -2.47156 3.71290  0.089
H: 4.30432 -4.00534 3.79028  0.071
H: 3.54820 -1.45682 5.28069  0.145
H: 2.11318 -4.13498 4.98768  0.072
H: 1.42119 -2.68527 5.76255  0.085
H: 2.83143 -3.48798 6.46926  0.090
H: -0.25977 -2.01163 3.58677  0.062
H: 0.25678 -3.69637 3.81354  0.064
H: -1.54486 -5.42368 3.40109  0.134
H: -1.45588 -7.42620 1.10615  0.092
H: -2.86301 -6.46951 1.58314  0.073
H: -2.23346 -7.71878 2.67794  0.090
H: 0.68004 -7.22000 2.32713  0.085
H: 0.03682 -7.17169 3.98039  0.089
H: 0.99563 -5.81604 3.34541  0.058
H: -3.27032 -3.82094 0.68433  0.140
H: -4.18339 -1.24113 2.03111  0.088
H: -4.76980 -1.88171 0.48468  0.096
H: -3.09518 -1.34841 0.62125  0.063
H: -4.85100 -3.33513 3.25740  0.087
H: -4.26739 -4.91725 2.71571  0.068
H: -5.49074 -4.05170 1.76698  0.092
H: 2.43827 -3.65510 0.01529  0.125
H: 5.03141 -4.18971 1.54428  0.081
H: 4.43604 -2.57933 1.08156  0.083
H: 4.89329 -3.75389 -0.16667  0.062
H: 3.42289 -6.18686 1.39463  0.090
H: 3.46724 -5.91196 -0.35895  0.092
H: 1.90833 -5.98480 0.48630  0.074
N: 5.30656 -3.48436 -2.79775  0.168
C: 4.75672 -2.47603 -2.85278  -0.177
C: 4.06559 -1.22847 -2.87938  -0.196
C: 4.40227 -0.21268 -3.77226  -0.008
C: 3.67744 0.96256 -3.73027  -0.041
C: 2.65422 1.08530 -2.80060  -0.105
N: 2.33524 0.12404 -1.93825  0.057
C: 3.01866 -1.00585 -1.97943  -0.074
H: 5.20884 -0.35231 -4.47916  0.123
H: 3.89697 1.77361 -4.41024  0.109
H: 2.05720 1.98829 -2.74487  0.119
H: 2.73110 -1.77756 -1.27273  0.104


# 2
Entry from the OMol25 dataset: a molecular structure, C41H51CrN5O3Sb (ωB97M-V with the def2-TZVPD basis set).

Values from the calculation:
Molecular weight ... 835.647 g/mol
Frontier orbital gap (alpha / beta) ... 0.2006 / 0.2153 Eh
2S+1 ... 2
LUMO level (alpha / beta) ... -6.8937 / -6.4950 eV
Charge ... +2
Energy above the lowest of the compared OMol25 structures with the same formula, charge and spin ... 0.0 kJ/mol

Last column: Löwdin spin population.
Cartesian coordinates (Å):
Cr: -0.98561 -0.88726 -0.66777  0.995
C: -0.60166 -0.03568 3.55104  -0.001
C: -1.30451 -1.08125 4.12309  0.004
C: -1.93901 -2.00325 3.30343  0.000
C: -1.84120 -1.85800 1.93021  0.001
N: -1.14410 -0.84690 1.38205  -0.008
C: -0.54213 0.04485 2.17203  0.003
C: -2.46814 -2.77237 0.95180  0.005
C: -3.16359 -3.91542 1.31202  -0.001
C: -3.72262 -4.70813 0.32207  0.009
C: -3.57225 -4.34079 -1.00603  -0.002
C: -2.85507 -3.19740 -1.29363  0.006
N: -2.31187 -2.42317 -0.34440  -0.007
H: -0.09556 0.70296 4.15611  0.000
H: -1.35719 -1.18487 5.19905  0.000
H: -2.49481 -2.81966 3.73967  0.000
H: 0.01657 0.82725 1.67330  0.000
H: -3.26681 -4.19170 2.34995  0.000
H: -4.26922 -5.60386 0.58695  0.000
H: -3.99490 -4.92988 -1.80781  0.000
H: -2.70447 -2.87727 -2.31517  0.000
C: 1.22162 3.59636 -0.74321  0.000
C: 0.15922 4.15049 -1.68628  0.000
N: -0.86436 4.95016 -1.02818  0.000
C: -0.55443 6.36813 -0.75627  0.000
C: -0.10762 6.63178 0.67407  0.000
C: -2.05929 4.51172 -0.57315  0.000
O: -2.85727 5.24374 -0.00939  0.000
C: -2.52335 3.06887 -0.75167  -0.001
C: -3.90871 2.91281 -0.83469  0.004
C: -4.46677 1.64768 -0.89418  0.000
C: -3.63211 0.55164 -0.83479  0.005
N: -2.30134 0.68489 -0.74902  0.002
C: -1.75701 1.91887 -0.71838  0.004
H: 1.86899 2.88928 -1.26488  0.000
H: 0.77514 3.08566 0.11397  0.000
H: 1.84347 4.39881 -0.34847  0.000
H: -0.31958 3.36292 -2.26490  0.000
H: 0.63868 4.79492 -2.42478  0.000
H: -1.45033 6.94549 -0.97463  0.000
H: 0.21679 6.66200 -1.46830  0.000
H: -0.89427 6.36281 1.37623  0.000
H: 0.10690 7.69344 0.79993  0.000
H: 0.79822 6.07891 0.92510  0.000
H: -4.52335 3.80358 -0.82838  0.000
H: -5.53595 1.50879 -0.96487  0.000
H: -4.01792 -0.45865 -0.84883  0.000
H: -0.68011 1.93926 -0.63031  0.001
C: -0.79534 -2.37540 -6.05036  -0.001
C: -1.45811 -2.32639 -4.67556  -0.005
Sb: -0.71047 -0.78220 -3.39462  -0.014
C: 1.31436 -0.59162 -4.02291  -0.003
C: 2.14039 -1.85017 -3.77103  0.000
C: -1.63839 0.99000 -4.14324  -0.001
C: -1.67330 1.12634 -5.66117  -0.001
H: -1.29691 -3.10875 -6.68261  0.000
H: 0.25160 -2.66999 -5.97939  0.000
H: -0.83752 -1.41642 -6.56549  0.000
H: -1.32353 -3.27527 -4.15348  0.000
H: -2.53470 -2.15720 -4.76281  0.000
H: 1.72018 0.27084 -3.49144  0.000
H: 1.29338 -0.33787 -5.08341  0.000
H: 2.17891 -2.11690 -2.71422  0.000
H: 3.16729 -1.70653 -4.10938  0.000
H: 1.74112 -2.71240 -4.30738  0.000
H: -1.09396 1.81956 -3.68793  0.000
H: -2.64681 1.01248 -3.72247  0.000
H: -0.67311 1.09615 -6.09667  0.000
H: -2.12363 2.07851 -5.94505  0.000
H: -2.26728 0.33611 -6.12192  0.000
C: 2.55177 -0.05681 6.57446  0.000
C: 2.14192 -1.17765 5.65741  0.000
C: 1.65055 -2.35666 6.20787  0.000
C: 1.28332 -3.42170 5.39920  0.000
C: 1.42337 -3.31883 4.02886  0.000
C: 1.90633 -2.14090 3.45798  0.000
N: 1.91324 -2.04910 2.04614  0.000
C: 3.00254 -1.58909 1.28368  0.000
C: 4.31408 -1.61946 1.74715  0.000
C: 5.33596 -1.07245 0.98821  0.000
C: 5.07773 -0.46924 -0.23845  0.000
C: 3.77885 -0.41744 -0.70668  0.000
C: 2.75114 -0.99194 0.03767  0.000
C: 1.36155 -0.89857 -0.40324  0.006
O: 0.58692 -1.94128 -0.41689  0.003
O: 0.78581 0.18558 -0.70725  -0.003
C: 2.25645 -1.04763 4.26346  0.000
C: 2.71709 0.25238 3.66257  0.000
H: 2.38836 -0.33418 7.61390  0.000
H: 1.99116 0.86241 6.38710  0.000
H: 3.60987 0.18618 6.45414  0.000
H: 1.56645 -2.44202 7.28408  0.000
H: 0.91531 -4.33984 5.83906  0.000
H: 1.18084 -4.16010 3.38791  0.000
H: 1.37603 -2.76825 1.59117  0.000
H: 4.52021 -2.07071 2.70964  0.000
H: 6.35169 -1.11515 1.35999  0.000
H: 5.88498 -0.04542 -0.81995  0.000
H: 3.55581 0.05493 -1.65639  0.000
H: 3.79917 0.27905 3.50441  0.000
H: 2.47044 1.09408 4.30855  0.000
H: 2.25980 0.42433 2.68717  0.000


- The highest energy above the lowest of the compared OMol25 structures with the same formula, charge and spin belongs to which entry?
  C41H51BrN5O9P2Rb


- Among the records above, which one has the highest molecular weight?
  C41H51BrN5O9P2Rb


- Which formula does entry 2 have?
  C41H51CrN5O3Sb